1.
The following is a DFT calculation (wB97M-V/def2-TZVPD) of a gas-phase ion, C10H17N2O2 (charge +1).

## Properties
LUMO (spin up / spin down) (eV): -3.59 / -7.26
Highest occupied orbital energy (spin up / spin down) (eV): -10.7 / -13.9
2S+1: 3
Net charge: +1

```
31
C10H17N2O2 wB97M-V/def2-TZVPD
C 1.495 -0.204 -3.392
C 1.675 -1.347 -2.692
C 1.092 0.909 -2.573
C 1.147 -1.441 -1.280
C -0.729 1.570 2.622
C 0.511 0.721 2.664
C -1.938 0.833 1.907
C 0.935 0.316 1.279
C -1.574 0.301 0.540
C -0.180 -0.347 0.491
N 0.464 0.917 -1.459
N 0.115 -0.477 -0.953
O -1.548 -2.110 -1.622
O -1.113 -0.807 -1.884
H 1.695 -0.108 -4.487
H 2.186 -2.244 -3.075
H 1.449 1.912 -2.874
H 0.586 -2.400 -1.070
H 2.022 -1.328 -0.658
H -1.187 1.772 3.681
H -0.412 2.548 2.121
H 1.362 1.372 3.042
H 0.392 -0.064 3.383
H -2.184 -0.052 2.509
H -2.795 1.637 1.910
H 1.277 1.245 0.804
H 1.903 -0.227 1.470
H -2.320 -0.580 0.265
H -1.641 0.978 -0.330
H -0.239 -1.328 1.048
H -2.443 -1.966 -1.388
```

---

2.
The following is a DFT calculation (wB97M-V/def2-TZVPD) of a molecular structure, C20H20ClF3NO8S3.

## Properties
LUMO (eV): 1.06
Highest occupied orbital energy (eV): -4.8
2S+1: 1
Net charge: -1

```
56
C20H20ClF3NO8S3 wB97M-V/def2-TZVPD
C 1.311 -3.078 4.091
C -0.022 -2.445 3.926
O -0.142 -2.160 2.474
C -1.396 -1.718 2.321
C -1.919 -1.378 0.818
Cl -3.838 -1.450 1.221
C -1.137 -2.192 -0.269
O -1.081 -1.868 -1.448
O -0.498 -3.244 0.203
C 0.483 -3.918 -0.696
C 1.314 -4.847 0.158
O -2.097 -1.727 3.283
H 1.416 -3.377 5.133
H 1.398 -3.953 3.446
H 2.089 -2.363 3.827
H -0.835 -3.110 4.245
H -0.124 -1.488 4.456
H -0.059 -4.482 -1.471
H 1.140 -3.171 -1.170
H 2.031 -5.353 -0.498
H 1.888 -4.296 0.906
H 0.715 -5.612 0.655
F -3.831 2.368 1.382
C -3.753 1.785 0.180
F -4.940 1.463 -0.234
F -3.174 2.613 -0.691
S -2.342 0.101 0.177
N -4.584 2.540 -3.579
S -6.132 1.880 -3.762
C -6.630 3.592 -3.674
C -7.668 3.944 -2.870
C -7.986 5.282 -2.832
C -7.203 6.216 -3.532
C -6.041 5.821 -4.222
C -5.735 4.483 -4.273
O -6.335 1.351 -5.076
O -6.625 1.204 -2.578
S -3.378 1.804 -4.264
C -2.019 1.950 -3.119
C -1.536 3.235 -2.950
C -0.466 3.443 -2.084
C 0.171 2.354 -1.488
C -0.275 1.056 -1.738
C -1.356 0.846 -2.597
O -3.636 0.384 -4.150
O -3.007 2.414 -5.472
H -8.176 3.182 -2.307
H -8.836 5.610 -2.275
H -7.473 7.279 -3.560
H -5.357 6.528 -4.727
H -4.794 4.153 -4.727
H -1.988 4.041 -3.504
H -0.135 4.468 -1.895
H 1.016 2.518 -0.790
H 0.228 0.200 -1.262
H -1.647 -0.161 -2.858
```

---

3.
The following is a DFT calculation (wB97M-V/def2-TZVPD) of a molecular structure, C21H8Cl7F5InO7S.

## Properties
LUMO (eV): 2.17
Highest occupied orbital energy (eV): -6.4
2S+1: 1
Net charge: -1

```
50
C21H8Cl7F5InO7S wB97M-V/def2-TZVPD
In -2.271 0.668 -0.569
O -3.716 0.052 -3.948
Cl -2.350 -0.150 -3.590
O -1.491 -0.121 -4.722
O -1.936 0.988 -2.692
O -2.187 -1.353 -2.818
F 3.300 1.885 3.134
C 2.119 2.047 2.534
C 1.033 1.279 2.911
F 1.170 0.350 3.869
C -0.196 1.492 2.314
F -1.221 0.728 2.711
C -0.383 2.457 1.333
S -1.962 2.764 0.607
C 0.729 3.204 0.967
F 0.630 4.143 0.028
C 1.965 3.010 1.554
F 3.014 3.753 1.187
Cl -3.439 -2.466 0.355
C -4.660 -1.400 -0.250
C -4.300 -0.108 -0.598
C -5.304 0.731 -1.056
Cl -4.887 2.361 -1.482
C -6.625 0.314 -1.188
Cl -7.840 1.388 -1.766
C -6.954 -0.993 -0.841
Cl -8.582 -1.537 -0.988
C -5.970 -1.858 -0.366
Cl -6.384 -3.471 0.075
C 5.114 -0.638 -1.545
C 4.611 -0.828 -0.145
C 5.428 -0.649 0.957
C 4.931 -0.824 2.240
Cl 5.991 -0.591 3.607
C 3.611 -1.157 2.447
C 2.772 -1.332 1.352
C 3.274 -1.192 0.064
O 2.557 -1.408 -1.070
C 1.178 -1.663 -0.940
C 0.358 -0.421 -0.616
O 0.745 0.700 -0.880
O -0.797 -0.725 -0.100
H 6.155 -0.319 -1.540
H 4.515 0.109 -2.068
H 5.032 -1.562 -2.119
H 6.464 -0.365 0.817
H 3.226 -1.261 3.452
H 1.732 -1.573 1.524
H 0.969 -2.457 -0.221
H 0.833 -2.000 -1.920
```

---

4.
The following is a DFT calculation (wB97M-V/def2-TZVPD) of a single C17H26O2 molecule.

## Properties
LUMO (eV): 0.82
Highest occupied orbital energy (eV): -7.9
2S+1: 1
SMILES: CCCCC/C(C)=C(/C)c1cc(OC)cc(OC)c1

```
45
C17H26O2 wB97M-V/def2-TZVPD
C -1.748 3.438 -1.962
C -0.708 2.545 -1.307
C 0.412 2.411 -2.427
C 1.040 1.027 -2.490
C 1.781 0.870 -1.096
C 2.379 -0.543 -1.028
C 3.748 -0.681 -1.624
C 1.830 -1.495 -0.133
C 2.536 -2.767 0.144
C 0.548 -1.204 0.516
C -0.738 -1.237 -0.173
C -1.856 -1.225 0.586
O -3.052 -1.245 -0.121
C -4.083 -1.853 0.597
C -1.736 -1.005 1.990
C -0.576 -1.071 2.628
O -0.354 -0.865 3.970
C -1.050 0.167 4.688
C 0.567 -1.210 1.951
H -1.375 4.162 -2.703
H -2.175 4.225 -1.269
H -2.469 2.760 -2.397
H -0.247 3.030 -0.519
H -1.169 1.565 -0.972
H 0.005 2.567 -3.384
H 1.148 3.186 -2.357
H 1.818 1.071 -3.233
H 0.369 0.129 -2.801
H 2.461 1.766 -1.029
H 0.978 0.936 -0.289
H 3.896 -1.721 -1.815
H 3.806 -0.180 -2.586
H 4.493 -0.139 -0.898
H 2.078 -3.212 1.050
H 3.591 -2.613 0.320
H 2.288 -3.465 -0.626
H -0.850 -1.366 -1.287
H -4.995 -1.670 0.019
H -3.864 -2.979 0.563
H -4.106 -1.370 1.525
H -2.583 -0.874 2.680
H -1.737 0.714 4.131
H -1.572 -0.185 5.664
H -0.308 0.806 5.137
H 1.580 -1.202 2.368
```